{
  "formula": "C5H11NO",
  "method": "ωB97M-V/def2-TZVPD",
  "species": ["O", "C", "C", "C", "C", "C", "N", "H", "H", "H", "H", "H", "H", "H", "H", "H", "H", "H"],
  "coordinates": [[-1.275, -2.181, 1.113], [-1.610, -0.901, 0.574], [-0.416, -0.428, -0.225], [0.816, -0.248, 0.670], [1.732, 0.732, -0.095], [0.751, 1.449, -1.060], [-0.595, 0.884, -0.820], [-1.936, -2.401, 1.770], [-1.851, -0.211, 1.388], [-2.493, -0.959, -0.078], [-0.150, -1.219, -0.947], [1.236, -1.210, 0.958], [0.512, 0.288, 1.563], [2.075, 1.473, 0.614], [2.527, 0.281, -0.677], [0.718, 2.536, -0.940], [1.036, 1.291, -2.100], [-1.076, 0.825, -1.709]],
  "lowdin_charge": [-0.066, -0.229, -0.375, -0.143, -0.150, -0.206, -0.028, 0.081, 0.121, 0.117, 0.152, 0.113, 0.111, 0.095, 0.100, 0.101, 0.099, 0.108],
  "charge": 0,
  "spin_multiplicity": 1,
  "energy_ev": -8900.5022,
  "lumo_energy_ev": 1.02,
  "smiles": "OC[C@@H]1CCCN1"
}

---

{
  "formula": "C10H14N2O4",
  "method": "ωB97M-V/def2-TZVPD",
  "species": ["C", "C", "C", "C", "N", "C", "O", "C", "O", "C", "O", "C", "C", "C", "N", "O", "H", "H", "H", "H", "H", "H", "H", "H", "H", "H", "H", "H", "H", "H"],
  "coordinates": [[-1.503, 1.416, 2.311], [-1.972, 1.331, 0.798], [-2.373, 2.764, 0.372], [-3.158, 0.379, 0.591], [-0.968, 0.793, -0.095], [0.135, 1.377, -0.541], [0.589, 2.342, 0.011], [1.016, 0.703, -1.648], [1.844, -0.404, -1.190], [1.315, -1.613, -1.006], [0.146, -1.889, -1.063], [2.347, -2.600, -0.717], [3.736, -2.526, -0.604], [4.319, -3.771, -0.431], [3.428, -4.684, -0.634], [2.104, -3.899, -0.590], [-1.187, 0.362, 2.593], [-0.581, 1.954, 2.317], [-2.262, 1.835, 2.952], [-1.673, 3.519, 0.900], [-2.012, 2.918, -0.660], [-3.439, 2.927, 0.558], [-3.558, 0.625, -0.448], [-2.885, -0.748, 0.621], [-3.996, 0.596, 1.312], [-1.116, -0.214, -0.428], [0.408, 0.394, -2.506], [1.663, 1.530, -2.012], [4.271, -1.546, -0.681], [5.363, -3.870, -0.082]],
  "lowdin_charge": [-0.026, -0.592, -0.045, -0.064, 0.093, -0.480, 0.078, -0.020, 0.037, -0.430, 0.144, -0.181, -0.024, -0.159, 0.159, 0.017, 0.099, 0.055, 0.074, 0.108, 0.082, 0.081, 0.101, 0.109, 0.093, 0.149, 0.131, 0.142, 0.130, 0.139],
  "charge": 0,
  "spin_multiplicity": 1,
  "energy_ev": -21764.5177,
  "lumo_energy_ev": -0.44,
  "smiles": "CC(C)(C)NC(=O)COC(=O)c1ccno1"
}

---

{
  "formula": "C19H12F4N4O2",
  "method": "ωB97M-V/def2-TZVPD",
  "species": ["N", "C", "O", "C", "C", "C", "C", "N", "C", "N", "O", "C", "C", "F", "C", "C", "C", "C", "F", "N", "C", "C", "C", "C", "C", "F", "C", "C", "F", "H", "H", "H", "H", "H", "H", "H", "H", "H", "H", "H", "H"],
  "coordinates": [[-3.900, 1.199, -1.389], [-3.325, -0.038, -1.329], [-3.981, -0.894, -1.901], [-2.043, -0.292, -0.631], [-1.626, -1.622, -0.552], [-0.376, -1.894, -0.001], [0.393, -0.873, 0.568], [1.641, -1.157, 1.152], [1.980, -0.661, 2.404], [1.092, 0.028, 3.170], [3.117, -0.755, 2.866], [2.494, -2.074, 0.488], [2.855, -3.251, 1.157], [2.292, -3.654, 2.316], [3.795, -4.116, 0.559], [4.251, -3.866, -0.763], [3.784, -2.758, -1.467], [2.926, -1.840, -0.849], [2.533, -0.789, -1.588], [-0.041, 0.394, 0.495], [-1.201, 0.728, -0.110], [-1.489, 2.184, -0.223], [-1.111, 2.875, -1.389], [-1.496, 4.225, -1.534], [-2.243, 4.873, -0.552], [-2.744, 6.095, -0.771], [-2.555, 4.200, 0.634], [-2.185, 2.852, 0.789], [-2.616, 2.194, 1.870], [-3.341, 2.015, -1.156], [-4.768, 1.317, -1.955], [-2.229, -2.446, -0.993], [-0.002, -2.910, 0.030], [1.524, 0.618, 3.880], [0.313, 0.355, 2.600], [4.117, -4.992, 1.096], [5.016, -4.525, -1.202], [4.069, -2.592, -2.522], [-0.602, 2.342, -2.181], [-1.184, 4.817, -2.429], [-3.136, 4.688, 1.417]],
  "lowdin_charge": [0.173, -0.483, 0.041, -0.058, 0.037, 0.037, -0.246, 0.080, -0.537, 0.176, 0.051, -0.085, -0.194, 0.096, 0.011, -0.064, -0.019, -0.183, 0.090, 0.189, -0.144, -0.154, 0.000, 0.000, -0.273, 0.080, 0.084, -0.229, 0.102, 0.062, 0.142, 0.143, 0.123, 0.126, 0.076, 0.111, 0.114, 0.127, 0.130, 0.134, 0.136],
  "charge": 0,
  "spin_multiplicity": 1,
  "energy_ev": -40823.6684,
  "lumo_energy_ev": -0.15,
  "smiles": "NC(=O)c1ccc(N(C(N)=O)c2c(F)cccc2F)nc1-c1ccc(F)cc1F"
}

---

{
  "formula": "C8H18BrFSi",
  "method": "ωB97M-V/def2-TZVPD",
  "species": ["C", "C", "C", "C", "C", "C", "C", "C", "F", "Si", "Br", "H", "H", "H", "H", "H", "H", "H", "H", "H", "H", "H", "H", "H", "H", "H", "H", "H", "H"],
  "coordinates": [[1.904, -0.857, 0.232], [1.193, 0.940, 1.781], [0.229, -1.342, 1.998], [0.520, -0.054, -2.881], [-1.916, -1.285, -0.472], [-1.752, 1.665, 0.582], [0.713, -0.286, 1.002], [-0.369, 0.665, -1.953], [1.060, 2.231, -1.382], [-0.765, 0.208, -0.133], [-1.613, 1.771, -2.777], [1.618, -1.730, -0.354], [2.324, -0.100, -0.424], [2.681, -1.168, 0.930], [2.043, 0.673, 2.408], [0.406, 1.326, 2.424], [1.502, 1.728, 1.100], [-0.664, -1.013, 2.525], [0.004, -2.280, 1.497], [1.004, -1.532, 2.739], [-0.079, -0.684, -3.545], [1.231, -0.670, -2.340], [1.062, 0.650, -3.514], [-1.403, -2.086, -1.002], [-2.303, -1.695, 0.456], [-2.769, -0.982, -1.076], [-1.938, 1.543, 1.646], [-1.206, 2.595, 0.443], [-2.715, 1.767, 0.088]],
  "lowdin_charge": [-0.103, -0.101, -0.107, -0.169, -0.162, -0.184, -0.626, -0.691, -0.437, 0.593, 0.861, 0.075, 0.076, 0.086, 0.085, 0.072, 0.072, 0.078, 0.074, 0.086, 0.095, 0.061, 0.096, 0.034, 0.028, 0.027, 0.030, 0.038, 0.014],
  "charge": 0,
  "spin_multiplicity": 1,
  "energy_ev": -89224.5794,
  "lumo_energy_ev": -0.93
}

---

{
  "formula": "C8H26NO6",
  "method": "ωB97M-V/def2-TZVPD",
  "species": ["O", "H", "H", "H", "C", "C", "C", "O", "C", "N", "H", "H", "H", "H", "H", "H", "H", "H", "H", "H", "H", "C", "C", "O", "O", "H", "H", "H", "H", "H", "H", "C", "C", "O", "O", "H", "H", "H", "H", "H", "H"],
  "coordinates": [[0.390, 0.963, -0.181], [-0.297, 0.295, -0.125], [0.019, 1.796, -0.481], [0.752, 1.155, 0.687], [-2.198, -5.131, -1.394], [-1.277, -3.940, -1.649], [-0.816, -3.898, -3.131], [-0.063, -2.713, -3.299], [0.669, -2.654, -4.525], [-2.133, -2.834, -1.185], [-2.532, -5.295, -0.370], [-1.621, -6.045, -1.531], [-3.078, -5.211, -2.033], [-0.471, -3.982, -0.916], [-1.620, -3.737, -3.849], [-0.331, -4.833, -3.410], [0.149, -2.952, -5.436], [1.487, -3.370, -4.605], [1.087, -1.667, -4.719], [-3.052, -2.972, -1.580], [-2.196, -3.010, -0.193], [1.599, 6.409, -1.175], [1.911, 6.386, 0.310], [2.394, 5.163, 0.858], [0.475, 5.503, -1.439], [2.464, 6.161, -1.790], [1.367, 7.400, -1.567], [1.026, 6.737, 0.840], [2.636, 7.188, 0.447], [3.097, 5.348, 1.486], [0.373, 5.453, -2.392], [-0.724, -0.212, 5.034], [0.813, 0.034, 5.164], [1.524, -0.566, 4.074], [-1.238, 0.591, 3.965], [-1.188, 0.013, 5.995], [-0.877, -1.274, 4.846], [1.210, -0.411, 6.076], [0.955, 1.114, 5.183], [1.498, -1.517, 4.203], [-2.182, 0.516, 3.807]],
  "lowdin_charge": [0.403, 0.187, 0.191, 0.191, -0.097, -0.399, -0.190, -0.199, -0.113, 0.007, 0.078, 0.074, 0.087, 0.137, 0.130, 0.129, 0.083, 0.083, 0.084, 0.065, 0.057, -0.215, -0.252, -0.065, -0.093, 0.115, 0.118, 0.119, 0.121, 0.084, 0.072, -0.229, -0.218, -0.086, -0.086, 0.116, 0.110, 0.119, 0.119, 0.080, 0.081],
  "charge": 1,
  "spin_multiplicity": 1,
  "energy_ev": -22481.9754,
  "lumo_energy_ev": -4.17
}